(1)
{
  "formula": "C14H23BF2IN4O4",
  "method": "ωB97M-V/def2-TZVPD",
  "elements": ["C", "B", "O", "C", "C", "O", "N", "C", "O", "F", "N", "C", "C", "O", "F", "C", "C", "N", "C", "C", "C", "N", "C", "C", "C", "I", "H", "H", "H", "H", "H", "H", "H", "H", "H", "H", "H", "H", "H", "H", "H", "H", "H", "H", "H", "H", "H", "H", "H"],
  "positions_angstrom": [[0.51295, 1.74780, -3.21200], [0.93801, 1.36744, -1.76367], [2.23571, 1.54996, -1.36417], [-0.07544, 0.76466, -0.63061], [-1.43292, 1.36898, -0.91049], [-2.09602, 0.98615, -1.83220], [-1.94244, 2.40316, 0.00054], [-3.26419, 2.13251, 0.38405], [-4.24155, 2.72517, 0.00326], [-3.34360, 1.16088, 1.27504], [0.52780, 0.98549, 0.70163], [0.44005, 2.14243, 1.59588], [0.58003, 3.49824, 0.94540], [-0.19752, 4.39728, 1.12310], [1.65492, 3.67299, 0.19164], [1.19797, -0.04924, 1.03794], [2.00663, -0.24339, 2.26025], [1.10392, -0.36708, 3.42472], [1.05186, -1.20508, 0.08420], [2.30305, -1.53483, -0.72966], [-0.25876, -0.78925, -0.65130], [-0.37002, -1.42859, -1.91630], [-1.37935, -1.29139, 0.29150], [-1.93197, -2.67058, -0.02219], [-0.96797, -3.81524, 0.25727], [-0.76461, -4.07929, 2.39383], [1.36359, 1.62011, -3.86896], [-0.30710, 1.17574, -3.62003], [0.26663, 2.80424, -3.24300], [2.83189, 0.99757, -1.87267], [-2.00167, 3.29047, -0.48751], [1.16080, 2.07588, 2.39884], [-0.52747, 2.15022, 2.05911], [2.52266, -1.18286, 2.13934], [2.76076, 0.52025, 2.40694], [0.13783, -0.36106, 3.13479], [1.24626, -1.26180, 3.86404], [0.94736, -2.03571, 0.76883], [2.34961, -1.02201, -1.67564], [3.16802, -1.18384, -0.18209], [2.41740, -2.59388, -0.87872], [0.41533, -1.27079, -2.52495], [-1.24508, -1.23873, -2.37624], [-2.22808, -0.61966, 0.31341], [-1.02884, -1.33047, 1.31374], [-2.75647, -2.80830, 0.66262], [-2.35744, -2.76370, -1.00729], [-1.42343, -4.72575, -0.08433], [0.00090, -3.66507, -0.17790]],
  "mulliken_charge": [-1.004, 0.868, -0.719, 1.726, -1.726, -0.495, 0.264, 0.549, -0.500, -0.205, 0.288, -0.481, 0.287, -0.475, -0.199, -0.096, -1.294, -0.499, 0.341, -1.850, -0.148, -0.175, 0.301, -1.069, -1.121, 0.020, 0.377, 0.383, 0.331, 0.340, 0.321, 0.831, 0.298, 0.484, 0.469, 0.277, 0.338, 0.413, 0.382, 0.405, 0.424, 0.352, 0.382, -0.238, -0.094, 0.545, 0.446, 0.624, 0.324],
  "e_lumo_ev": -4.05,
  "orbital_gap_ha": 0.309,
  "charge": 1,
  "total_energy_ha": -1589.341662,
  "smiles": "CB(O)[C@]1(C(=O)NC(=O)F)[N+](CC(=O)F)=C(CN)[C@H](C)[C@@]1(N)CCCI"
}



(2)
{
  "formula": "C53H38Cl3F9GeN8PRbS4",
  "method": "ωB97M-V/def2-TZVPD",
  "elements": ["Rb", "C", "S", "C", "S", "N", "N", "C", "C", "C", "C", "C", "C", "N", "H", "H", "H", "H", "H", "H", "H", "H", "C", "C", "N", "C", "C", "S", "C", "C", "S", "C", "N", "C", "H", "H", "H", "H", "H", "H", "H", "H", "N", "C", "C", "C", "C", "C", "C", "C", "C", "C", "C", "C", "C", "N", "C", "C", "C", "C", "N", "H", "H", "H", "H", "H", "H", "H", "H", "H", "H", "Cl", "Ge", "Cl", "Cl", "F", "C", "F", "F", "C", "C", "C", "C", "C", "C", "P", "C", "C", "C", "C", "C", "C", "C", "F", "F", "F", "C", "C", "C", "C", "C", "C", "C", "F", "F", "F", "H", "H", "H", "H", "H", "H", "H", "H", "H", "H", "H", "H"],
  "positions_angstrom": [[0.59091, 1.58499, -0.32703], [3.49206, -3.08035, 4.09412], [2.81089, -3.44505, 2.52980], [1.88771, -1.94390, 1.98426], [1.48708, -1.75290, 0.39264], [1.62209, -1.13154, 2.96160], [1.25542, 0.18576, 2.61572], [1.05531, 0.97608, 3.61131], [0.71027, 2.41183, 3.58980], [0.68013, 3.03473, 4.85679], [0.41585, 4.40460, 4.92030], [0.14668, 5.11373, 3.80718], [0.23300, 4.45208, 2.61354], [0.54079, 3.14149, 2.47377], [3.00007, -2.24613, 4.58152], [4.57630, -2.96402, 4.17863], [3.17542, -3.92035, 4.73219], [1.18757, 0.57738, 4.60602], [0.78695, 2.31652, 5.66722], [0.50147, 5.00781, 5.81799], [0.05201, 6.19628, 3.74506], [0.04915, 4.92252, 1.65830], [-3.09841, 2.85873, 0.85322], [-2.45191, 3.99745, 0.17030], [-1.29536, 4.00284, -0.43953], [-0.99973, 5.19457, -0.92539], [-1.92045, 6.16820, -0.56390], [-3.18497, 5.49923, 0.34281], [0.21235, 5.45625, -1.74436], [0.24652, 6.36114, -2.73192], [1.85111, 6.36511, -3.38986], [2.26699, 5.04541, -2.36300], [1.35008, 4.64872, -1.59727], [3.67139, 4.50987, -2.52987], [-3.41616, 2.05719, 0.17015], [-3.99491, 3.17684, 1.39119], [-2.41198, 2.40384, 1.61508], [-1.77736, 7.21529, -0.67847], [-0.56171, 6.98621, -3.01337], [3.65316, 3.39404, -2.41259], [4.24133, 5.06512, -1.75965], [4.07520, 4.77233, -3.49081], [7.57282, -5.84561, -2.66218], [7.07027, -4.86132, -2.30509], [6.33747, -3.70974, -2.08542], [5.03347, -3.85808, -1.76564], [4.23108, -2.76859, -1.60437], [4.76342, -1.47407, -1.82874], [6.07158, -1.34418, -2.10976], [6.89810, -2.42073, -2.16885], [3.95651, -0.25831, -1.71052], [4.16561, 0.58070, -0.65765], [5.09996, 0.31873, 0.46819], [4.96351, 1.29235, 1.34709], [3.86917, 2.19606, 0.75884], [3.47848, 1.76813, -0.35802], [2.90339, -0.05740, -2.65481], [2.32870, -1.01917, -3.58570], [1.25685, -0.58265, -4.21606], [1.01156, 0.75774, -3.44568], [1.96091, 1.00786, -2.59590], [4.67555, -4.87508, -1.67060], [3.14709, -2.88984, -1.36283], [6.45656, -0.36808, -2.37906], [8.01352, -2.37672, -2.29789], [5.68180, -0.61444, 0.55938], [5.61187, 1.51524, 2.17052], [3.48633, 3.09133, 1.27295], [2.83490, -1.91469, -3.76655], [0.59725, -1.07537, -4.94628], [0.12614, 1.34447, -3.47241], [-1.73401, 3.53435, -4.16480], [-2.83345, 2.15576, -2.66348], [-5.01022, 2.85950, -2.97955], [-2.88982, 0.42079, -4.03144], [-8.14386, 1.56741, 2.46097], [-7.70624, 1.65278, 1.17074], [-7.61233, 2.95435, 0.76561], [-8.65979, 1.07864, 0.44623], [-6.38727, 0.90803, 1.03783], [-5.83410, 0.82220, -0.24122], [-4.72897, 0.07130, -0.50841], [-4.04624, -0.52875, 0.57778], [-4.60509, -0.38515, 1.84517], [-5.83899, 0.26136, 2.07094], [-2.35643, -1.13494, 0.30192], [-2.15998, -2.58107, 1.40891], [-1.43540, -2.23565, 2.52476], [-1.16427, -3.17878, 3.45692], [-1.48731, -4.52696, 3.26608], [-2.15558, -4.91829, 2.15002], [-2.55535, -3.90332, 1.30131], [-0.96131, -5.54386, 4.23437], [-0.61479, -4.99678, 5.39740], [0.10026, -6.27165, 3.81096], [-1.90405, -6.37930, 4.64229], [-2.33432, -1.97353, -1.30771], [-3.47605, -2.65043, -1.90202], [-3.30089, -3.50663, -2.99630], [-2.01744, -3.76444, -3.46736], [-0.90315, -3.11529, -2.91472], [-1.10292, -2.19636, -1.85020], [-1.84529, -4.73326, -4.60613], [-0.75814, -4.32540, -5.37682], [-1.73183, -6.01661, -4.14700], [-2.95011, -4.71060, -5.34648], [-6.29902, 1.27621, -1.10610], [-4.37454, -0.08359, -1.47679], [-4.11063, -0.94259, 2.67068], [-6.30583, 0.30304, 3.00686], [-1.01256, -1.24264, 2.64468], [-0.70086, -2.95150, 4.36521], [-2.43482, -5.95021, 2.00893], [-3.08151, -4.21204, 0.38907], [-4.48538, -2.51492, -1.46122], [-4.14031, -4.06252, -3.45204], [0.06894, -3.33292, -3.32605], [-0.29498, -1.57422, -1.57028]],
  "mulliken_charge": [0.965, -0.769, -0.061, -0.517, 0.231, -0.617, 0.593, -0.978, 0.975, -0.941, -0.451, -1.050, -0.048, 0.442, 0.211, 0.272, 0.308, 0.151, 0.401, 0.362, 0.412, 0.308, 0.381, -0.220, 1.027, -0.450, -0.715, -0.332, -0.462, -0.492, -0.303, 0.620, 0.040, -0.772, -0.763, 0.598, 0.025, 0.618, 0.546, -0.155, 0.289, 0.525, -0.606, -0.067, 0.743, -0.963, 0.268, -1.225, 0.031, -0.988, 1.432, 0.526, -0.816, -1.111, -0.421, 0.011, -0.064, -0.812, -1.151, -0.433, -0.224, 0.459, 0.430, 0.457, 0.364, 0.385, 0.487, 0.395, 0.734, 0.422, 0.516, -0.354, 1.027, -0.375, -0.274, -0.303, 0.749, -0.252, -0.258, -0.136, -0.945, -1.703, 0.315, -0.607, -0.820, 2.252, 0.273, -0.552, -0.629, 0.117, -1.354, -0.190, 0.810, -0.307, -0.252, -0.288, 0.237, -0.320, -1.210, 0.217, -0.920, 0.018, 0.859, -0.246, -0.259, -0.271, 0.445, 1.302, 0.280, 0.639, 0.386, 0.542, 0.469, 0.316, 0.371, 0.346, 0.677, 0.196],
  "e_lumo_ev": [1.44, -2.45],
  "orbital_gap_ha": [0.198, 0.055],
  "multiplicity": 2,
  "charge": -1,
  "total_energy_ha": -8795.110896
}



(3)
{
  "formula": "C6H12N2",
  "method": "ωB97M-V/def2-TZVPD",
  "elements": ["C", "C", "N", "C", "C", "N", "C", "C", "H", "H", "H", "H", "H", "H", "H", "H", "H", "H", "H", "H"],
  "positions_angstrom": [[-1.98658, 0.14420, 0.86638], [-0.43019, 1.67919, -0.40199], [1.10064, -0.78424, -0.75399], [-0.26936, -0.79829, -0.72369], [-0.71723, 0.26818, 0.05992], [-0.89075, -1.99122, -0.99462], [1.54786, -0.40568, 0.58601], [2.65752, 0.34373, 0.76514], [1.59429, -0.41912, -1.56339], [-0.31998, -2.73261, -1.37032], [-1.88430, -1.95892, -1.15209], [1.33016, -1.19252, 1.30021], [-2.21509, -0.88221, 1.14427], [-1.89686, 0.73257, 1.78245], [0.34030, 2.11851, 0.23245], [-1.30550, 2.32207, -0.31637], [-0.08063, 1.77189, -1.43060], [-2.85402, 0.52325, 0.32317], [2.98204, 1.06188, 0.02857], [3.29766, 0.19934, 1.61849]],
  "mulliken_charge": [-1.784, -1.372, -0.270, 0.096, 0.955, -0.473, 0.063, -0.844, 0.258, 0.239, 0.221, 0.225, 0.446, 0.368, 0.282, 0.411, 0.329, 0.354, 0.241, 0.255],
  "e_lumo_ev": 0.87,
  "orbital_gap_ha": 0.288,
  "total_energy_ha": -345.228465,
  "smiles": "C=CNC(N)=C(C)C"
}



(4)
{
  "formula": "C17H15N4S",
  "method": "ωB97M-V/def2-TZVPD",
  "elements": ["C", "C", "N", "N", "S", "C", "C", "C", "C", "C", "C", "C", "C", "C", "C", "C", "C", "C", "N", "N", "C", "C", "H", "H", "H", "H", "H", "H", "H", "H", "H", "H", "H", "H", "H", "H", "H"],
  "positions_angstrom": [[0.22424, -0.74368, -2.76196], [0.09587, -0.60307, -1.59923], [-1.22314, 3.69208, 3.75028], [-1.59117, -2.34080, 1.15884], [0.38758, -0.90404, -6.70300], [-0.36780, -0.99080, -5.14755], [0.52181, -0.74277, -4.16990], [1.94389, -0.93287, -5.96540], [-2.55103, 3.57846, 3.81667], [-1.15356, -1.96577, 0.01105], [-0.40908, 2.65463, 3.65261], [-1.08921, -1.68669, 2.25753], [-3.04021, 2.18101, 3.78159], [-2.27685, 1.02611, 3.79727], [0.20386, -0.16122, 0.87027], [-0.23463, -0.88440, -0.21349], [-0.88203, 1.25105, 3.62093], [-0.32543, -0.47726, 2.16004], [-0.04936, 0.17516, 3.40823], [1.84763, -0.77860, -4.66930], [3.25671, -1.33313, -6.53329], [1.31096, 0.13418, 3.89110], [-1.41255, -1.16590, -5.12293], [-3.01143, 4.49159, 4.04467], [-1.59710, -2.57625, -0.81176], [0.68569, 2.76077, 3.72412], [-1.30232, -1.99213, 3.20123], [-4.10034, 1.94891, 3.84194], [-2.85050, 0.07212, 3.80838], [0.76917, 0.78727, 0.84913], [2.61476, -0.62361, -4.00681], [3.22203, -1.06405, -7.58763], [4.06069, -0.79204, -6.08213], [3.43710, -2.41494, -6.46941], [2.01707, 0.65277, 3.21329], [1.58191, -0.88251, 4.10456], [1.28679, 0.65044, 4.88003]],
  "mulliken_charge": [-0.153, -0.037, -0.603, -0.615, -0.006, -0.318, -0.283, 0.538, -0.439, -0.354, -0.021, -0.520, -0.429, -0.318, -0.381, 0.621, 0.468, -0.114, 0.307, -0.041, -1.030, -1.054, 0.496, 0.444, 0.358, 0.377, 0.651, 0.319, 0.342, 0.389, 0.303, 0.362, 0.374, 0.308, 0.390, 0.278, 0.389],
  "e_lumo_ev": -4.28,
  "orbital_gap_ha": 0.217,
  "charge": 1,
  "total_energy_ha": -1273.639343
}



no.,strongest force on any atom (Eh/bohr)
1,0.0635
2,0.0903
3,0.0722
4,0.1092